1.
The following is a DFT calculation (ωB97M-V/def2-TZVPD) of a molecular structure, C32H22N8O6RhS3.

2S+1: 5
⟨S²⟩: 6.094
Total charge: -1
Orbital gap (spin up / spin down), eV: 4.4 / 4.5
HOMO level (spin up / spin down), eV: -2.723 / -5.581
Energy above the lowest of the compared OMol25 structures with the same formula, charge and spin, kJ/mol: 32.4

Structure (XYZ):
```
72
Properties=species:S:1:pos:R:3:mulliken_spin:R:1
Rh -0.74857 1.01071 0.45613 0.73
S 6.79438 -4.80294 1.04921 -0.12
S -2.03297 -1.48271 1.29480 0.01
S 4.26211 4.12930 -0.66559 0.00
O -3.33192 -0.96694 1.64717 0.00
O -1.07376 -1.49500 -2.27826 0.00
O -1.02682 -1.44356 2.32485 0.00
O 8.16063 -4.29462 1.12716 0.35
O 6.14766 -4.58982 2.34003 0.41
O 6.83714 -6.24057 0.80133 0.37
N 4.96341 -3.16100 0.11680 0.07
N 6.39084 -4.25277 -1.47748 0.19
N 0.16017 5.10642 1.11584 0.00
N -2.45222 1.60047 0.11903 1.02
N -0.21315 2.93234 1.26479 0.01
N 1.11562 0.11614 0.27505 0.17
N -1.46303 -0.84869 -0.09971 -0.02
N 2.49312 2.45227 0.05997 0.00
C -1.03637 4.99742 1.79185 0.00
C -3.21943 4.09315 3.14636 0.00
C 1.76557 -0.66780 1.16357 0.00
C 3.25131 -1.59499 -0.50929 0.02
C -3.01387 5.47384 2.97871 0.00
C 5.91290 -3.95683 -0.27265 -0.05
C -2.24834 -3.11826 0.65020 0.00
C -2.74184 -4.25645 1.25695 0.00
C -2.92009 -5.38078 0.46079 0.00
C -2.11841 -4.19215 -1.48951 0.00
C -4.21250 1.20270 -3.07003 -0.10
C 5.73748 -3.57464 -2.46372 0.04
C -1.25068 3.62948 1.90385 -0.03
C -1.94360 -3.07591 -0.69537 0.00
C -2.61392 -5.34807 -0.89876 0.00
C 2.56500 -0.75601 -1.43497 0.11
C 4.72424 -2.69678 -2.22768 0.06
C -5.53434 1.38246 -2.65931 0.20
C 1.54555 0.04777 -1.01191 -0.02
C -4.79068 1.67140 -0.38540 0.20
C 2.80156 -1.49775 0.83661 0.12
C -3.17822 1.26239 -2.15792 0.19
C 0.61751 3.85343 0.84349 0.01
C -5.81228 1.60589 -1.31085 -0.10
C -2.35041 3.15804 2.62328 -0.01
C 4.30001 -2.46730 -0.88020 0.15
C 2.78544 4.72730 -0.06872 0.00
C 1.96173 3.69557 0.26500 0.01
C -1.91004 5.95345 2.30557 0.00
C -3.43893 1.51368 -0.78571 -0.12
C -1.44160 -1.72556 -1.14067 0.00
C 3.68254 2.51813 -0.42657 0.00
H -4.08476 3.75174 3.70162 0.00
H 4.24384 -2.19725 -3.05813 0.04
H -3.30864 -6.29069 0.90147 0.00
H 2.83211 -0.73719 -2.48332 0.02
H -2.50582 2.09756 2.76094 0.02
H 2.62734 5.79259 0.01456 0.00
H -2.15070 1.08958 -2.45177 0.02
H -1.72157 7.01399 2.19159 0.00
H -3.72449 6.17444 3.40177 0.00
H -3.99524 1.01076 -4.11420 0.00
H 3.28338 -2.09346 1.59955 0.03
H 1.03230 0.68481 -1.71511 -0.02
H -1.86717 -4.14412 -2.54201 0.00
H 1.41764 -0.59844 2.18388 0.01
H -6.84070 1.71058 -0.98365 0.00
H -6.33962 1.33993 -3.38355 0.02
H 4.28938 1.65432 -0.67557 0.01
H 0.60651 5.95804 0.83527 0.00
H -4.98976 1.82316 0.66895 0.01
H -2.96951 -4.26949 2.31612 0.00
H -2.76432 -6.23558 -1.50123 0.00
H 6.07189 -3.78113 -3.47528 0.01
```

2.
The following is a DFT calculation (ωB97M-V/def2-TZVPD) of a molecular structure, C15H29ClNO2P2Yb.

2S+1: 2
⟨S²⟩: 0.751
Total charge: +2
Orbital gap, eV: 3.5
HOMO level, eV: -11.996
Energy above the lowest of the compared OMol25 structures with the same formula, charge and spin, kJ/mol: 86.0

Structure (XYZ):
```
51
Properties=species:S:1:pos:R:3:nbo_charge:R:1
Yb 0.45741 -0.57188 0.25604 1.46
Cl 1.65774 -1.96177 -1.54349 -0.59
P -1.74290 -1.36899 -1.39837 0.82
P 1.82277 1.86978 -0.38181 0.81
O -0.49144 0.73861 -3.89121 -0.26
O -1.46402 2.13731 -1.30107 -0.45
N -0.47834 -0.21316 2.35963 -0.75
C 1.52970 3.65103 -0.16037 -0.92
C -1.27669 0.35474 4.41090 -0.25
C 2.48005 1.46808 1.31021 -0.93
C 1.02391 -2.13254 2.89189 -0.59
C -0.40814 -0.74264 4.57047 -0.29
C -1.48547 -2.61643 -2.71246 -0.93
C 0.43720 0.10867 -4.20752 1.00
C -3.47831 -0.96490 -1.77343 -0.92
C -2.04014 1.72737 2.34515 -0.63
C -0.84130 1.23706 -0.92063 0.48
C 3.36502 1.92426 -1.36389 -0.93
C 1.66371 -0.56704 -4.28109 -0.86
C -1.30018 0.65815 3.02813 0.08
C 0.06722 -1.07357 3.27580 0.06
C -1.99707 -2.45379 0.07775 -0.94
H 2.22446 -0.39686 -3.33394 0.38
H 4.08518 2.58100 -0.85109 0.26
H 1.06557 4.05432 -1.07023 0.26
H -3.96932 -0.46308 -0.92662 0.27
H 3.16128 2.32219 -2.37111 0.24
H 3.39963 2.04785 1.48561 0.28
H 2.25700 -0.22477 -5.15267 0.36
H -1.35853 2.46496 1.90079 0.19
H -1.05669 -2.95175 0.37683 0.24
H 2.50273 4.13378 0.00357 0.26
H -2.28449 -3.36505 -2.62852 0.26
H -3.50975 -0.30716 -2.65474 0.25
H -4.00830 -1.90289 -2.00156 0.26
H 3.78611 0.91144 -1.46014 0.25
H -2.65308 2.23913 3.09267 0.26
H -1.82145 0.89592 5.17825 0.24
H -2.38972 -1.90099 0.94772 0.29
H 0.63624 -3.11506 3.19183 0.26
H -0.49744 -3.07913 -2.58590 0.26
H -2.70898 1.32707 1.57336 0.19
H 1.26970 -2.17687 1.80653 0.11
H -1.53633 -2.13581 -3.69961 0.22
H 1.42907 -1.64313 -4.35910 0.36
H 2.73376 0.39293 1.38360 0.22
H 0.86836 3.84607 0.69573 0.27
H 1.76590 1.70897 2.11649 0.29
H 1.95476 -1.99427 3.45771 0.26
H -0.12106 -1.24333 5.48612 0.24
H -2.72531 -3.23381 -0.19222 0.28
```

3.
The following is a DFT calculation (ωB97M-V/def2-TZVPD) of 2 unconnected molecules or ions with the total composition CH2IOP.

2S+1: 1
Total charge: 0
Orbital gap (spin up / spin down), eV: 8.3 / 8.3
HOMO level (spin up / spin down), eV: -8.532 / -8.531
Energy above the lowest of the compared OMol25 structures with the same formula, charge and spin, kJ/mol: 163.2

Structure (XYZ):
```
6
Properties=species:S:1:pos:R:3:nbo_charge:R:1
I -2.02352 0.54623 -1.15311 -0.13
P -0.50581 -1.19748 -0.54658 0.08
O 2.26268 0.40215 0.53347 -0.46
C 1.09035 0.49793 0.39849 0.43
H -1.37839 -1.59414 0.39104 -0.05
H 0.55470 1.34531 0.37668 0.12
```